1.
The following is a quantum chemistry calculation of 2 unconnected molecules or ions with the total composition CH5O2 at a distorted geometry, from the OMol25 dataset.

Computed properties:
- Gap between HOMO and LUMO (alpha / beta): 11.45 / 8.34 eV
- Multiplicity: 2
- ⟨S²⟩: 0.75
- Charge: 0
- E_LUMO (alpha / beta): 0.82 / -2.29 eV

Last column: Löwdin spin population.
Positions of all 8 atoms, in Å:
C  0.0169  -0.9700  -0.5956  0.097
O  0.7012  -0.5260  0.5203  0.829
H  -1.0246  -0.8988  -0.2455  0.053
H  0.1402  -0.2275  -1.3992  0.018
H  0.3489  -1.9217  -1.0092  0.004
H  -0.7604  1.6711  1.2690  0.000
H  0.5065  1.0003  0.6395  -0.001
O  0.0714  1.8726  0.8206  0.001

---

2.
The following is a quantum chemistry calculation of 2 unconnected molecules or ions with the total composition CH5O2 at a distorted geometry, from the OMol25 dataset.

Computed properties:
- Gap between HOMO and LUMO (alpha / beta): 8.88 / 11.57 eV
- Multiplicity: 2
- ⟨S²⟩: 0.75
- Charge: 0
- E_LUMO (alpha / beta): 0.73 / 0.58 eV

Last column: Löwdin spin population.
Positions of all 8 atoms, in Å:
O  2.8385  1.3530  3.3795  0.000
H  3.2181  0.7482  2.7338  0.000
H  2.6960  2.1703  2.8991  0.000
C  3.7553  2.8785  -1.9363  0.712
O  3.2414  3.7118  -1.0624  0.168
H  4.8404  2.7780  -1.9606  0.043
H  3.0831  2.1848  -2.4429  0.044
H  3.0695  4.5245  -1.5848  0.032

---

3.
The following is a quantum chemistry calculation of 3 unconnected molecules or ions with the total composition CH5O2P at a distorted geometry, from the OMol25 dataset.

Computed properties:
- Gap between HOMO and LUMO (alpha / beta): 7.40 / 7.81 eV
- Charge: 0
- E_LUMO (alpha / beta): -1.42 / -1.42 eV

Last column: natural (NBO) charge in e.
Positions of all 9 atoms, in Å:
C  -0.6839  1.3655  0.4938  -0.965
O  -3.9608  -0.4815  -0.6205  -0.380
O  -2.8768  0.1993  -0.3150  -0.417
P  -1.7255  -0.2868  0.6202  1.017
H  0.0939  1.5599  1.3165  0.247
H  -1.4927  2.0885  0.4782  0.256
H  -0.0347  1.1040  -0.3484  0.245
H  -3.5691  -2.3524  -1.7282  0.015
H  -3.4457  -2.7648  -0.9839  -0.017

---

4.
The following is a quantum chemistry calculation of 2 unconnected molecules or ions with the total composition CH5O2P at a distorted geometry, from the OMol25 dataset.

Computed properties:
- Gap between HOMO and LUMO (alpha / beta): 8.02 / 6.26 eV
- Charge: 0
- E_LUMO (alpha / beta): -2.01 / -3.51 eV

Last column: natural (NBO) charge in e.
Positions of all 9 atoms, in Å:
C  1.8932  -0.6010  -0.1599  -0.160
O  -3.0054  -0.0151  -0.2351  -1.024
O  -0.6345  -0.8083  0.1154  -0.886
P  -1.5912  0.3815  0.0958  1.780
H  1.8035  -1.5514  -0.4736  0.183
H  2.3487  -0.3161  0.8314  0.196
H  1.6579  0.3456  -0.7990  0.213
H  -1.6060  1.0508  1.3445  -0.144
H  -0.8662  1.5140  -0.7195  -0.158

---

5.
The following is a quantum chemistry calculation of 2 unconnected molecules or ions with the total composition CH5O2P at a distorted geometry, from the OMol25 dataset.

Computed properties:
- Gap between HOMO and LUMO: 9.44 eV
- Charge: 0
- E_LUMO: -0.10 eV

Last column: natural (NBO) charge in e.
Positions of all 9 atoms, in Å:
C  0.6566  -1.3509  0.2884  -0.998
O  -1.9137  0.9073  -0.0122  -0.928
O  1.3592  1.3801  0.4792  -1.015
P  0.9382  0.2168  -0.3142  1.573
H  1.1411  -1.7297  1.1916  0.258
H  0.1927  -1.9500  -0.4273  0.233
H  -1.4504  1.7673  -0.1404  0.474
H  -1.3646  0.3817  0.4741  0.463
H  0.4408  0.3773  -1.5392  -0.060

---

6.
The following is a quantum chemistry calculation of a gas-phase ion, CH5O3P2S (charge -1) at a distorted geometry, from the OMol25 dataset.

Computed properties:
- Gap between HOMO and LUMO: 7.11 eV
- Charge: -1
- E_LUMO: 3.38 eV

Last column: natural (NBO) charge in e.
Positions of all 12 atoms, in Å:
O  -0.2585  3.2308  -3.2028  -0.957
S  -1.3840  2.3911  -2.9496  2.320
O  -1.7064  1.4818  -4.0119  -0.981
O  -2.4720  2.8690  -2.1579  -0.949
P  -0.3882  0.3372  -1.9228  0.460
C  0.6540  -0.6881  -0.7266  -1.174
P  0.0942  -0.7856  0.9795  0.259
H  0.4361  0.2987  -3.0055  -0.017
H  -1.2844  -0.3434  -2.5967  -0.029
H  1.7259  -0.4155  -0.8984  0.213
H  -0.6548  0.4724  1.3617  -0.082
H  -1.2227  -1.4369  0.6348  -0.063

---

7.
The following is a quantum chemistry calculation of a gas-phase ion, CH5O3Si (charge +1) at a distorted geometry, from the OMol25 dataset.

Computed properties:
- Gap between HOMO and LUMO: 11.57 eV
- Charge: +1
- E_LUMO: -4.94 eV

Last column: natural (NBO) charge in e.
Positions of all 10 atoms, in Å:
C  0.8215  -1.2943  -0.0797  -0.301
O  -1.0356  -0.2284  1.3162  -0.513
O  -0.4975  -0.7161  0.0848  -0.337
O  -1.1273  1.6794  -0.6927  -1.125
Si  -0.4562  1.0866  0.4550  2.064
H  1.1070  -2.2846  -0.3963  0.259
H  0.6087  -0.7907  -1.0315  0.230
H  1.7709  -0.9436  0.3363  0.237
H  0.8660  1.5064  1.0212  -0.120
H  -2.0576  1.9853  -1.0133  0.607

---

8.
The following is a quantum chemistry calculation of CH5OP in the gas phase at a distorted geometry, from the OMol25 dataset.

Computed properties:
- Gap between HOMO and LUMO: 9.40 eV
- Charge: 0
- E_LUMO: 1.00 eV

Last column: natural (NBO) charge in e.
Positions of all 8 atoms, in Å:
C  1.1776  -0.5512  0.1576  -1.147
P  -0.1525  0.5092  0.0135  1.383
O  -1.5578  -0.3484  0.0373  -1.028
H  1.9863  0.1023  0.3914  0.211
H  1.3658  -1.0710  -0.9075  0.236
H  -0.2929  1.4926  0.8519  -0.072
H  -0.7214  0.9856  -1.0854  -0.094
H  -1.8051  -1.1192  0.5413  0.512

---

9.
The following is a quantum chemistry calculation of 2 unconnected molecules or ions with the total composition CH5OPS at a distorted geometry, from the OMol25 dataset.

Computed properties:
- Gap between HOMO and LUMO: 7.10 eV
- Charge: 0
- E_LUMO: -1.45 eV

Last column: natural (NBO) charge in e.
Positions of all 9 atoms, in Å:
C  0.6939  -0.3511  -0.5275  -0.252
O  0.2745  0.5721  0.4969  -0.805
P  -0.8277  1.7018  0.1137  0.980
S  -2.8890  -0.3542  -0.2880  -0.577
H  0.8981  -1.3245  -0.0636  0.207
H  1.5081  0.1023  -0.9528  0.189
H  -0.2184  -0.5181  -1.1281  0.206
H  -1.3793  1.7343  1.3428  -0.083
H  -4.1874  -0.0362  -0.2083  0.135

---

10.
The following is a quantum chemistry calculation of 2 unconnected molecules or ions with the total composition CH5OPS at a distorted geometry, from the OMol25 dataset.

Computed properties:
- Gap between HOMO and LUMO: 7.67 eV
- Charge: 0
- E_LUMO: -0.94 eV

Last column: natural (NBO) charge in e.
Positions of all 9 atoms, in Å:
C  0.8132  -0.7296  -0.6148  -1.044
P  2.3238  -0.4237  0.4148  0.674
S  2.9940  1.2842  -0.1647  -0.387
H  0.7055  -0.2408  -1.6255  0.247
H  -0.1087  -0.8721  0.0280  0.269
H  0.8597  -1.7305  -0.9921  0.240
O  -1.9172  1.4407  0.2672  -0.942
H  -2.5139  2.0023  0.7521  0.472
H  -1.9021  1.7300  -0.6303  0.471

---

11.
The following is a quantum chemistry calculation of 2 unconnected molecules or ions with the total composition CH5OS, from the OMol25 dataset.

Computed properties:
- Gap between HOMO and LUMO (alpha / beta): 10.88 / 7.21 eV
- Multiplicity: 2
- ⟨S²⟩: 0.75
- Charge: 0
- E_LUMO (alpha / beta): 0.72 / -2.92 eV

Last column: Löwdin spin population.
Positions of all 8 atoms, in Å:
S  -0.1405  -1.1878  1.4328  0.946
H  -0.3556  -0.1796  2.2923  0.051
C  0.0774  1.7027  -1.1615  0.000
O  0.2459  0.3899  -1.6536  0.002
H  0.0302  1.7552  -0.0716  0.000
H  0.9203  2.3083  -1.4978  0.000
H  -0.8143  2.1552  -1.5886  0.000
H  -0.1055  -0.2329  -1.0014  0.000

---

12.
The following is a quantum chemistry calculation of CH5PS2 in the gas phase at a distorted geometry, from the OMol25 dataset.

Computed properties:
- Gap between HOMO and LUMO: 9.03 eV
- Charge: 0
- E_LUMO: 0.43 eV

Last column: natural (NBO) charge in e.
Positions of all 9 atoms, in Å:
C  -0.0966  0.8336  1.4663  -0.921
P  0.9275  -0.1674  0.2232  0.504
S  -0.2983  0.4146  -1.4505  -0.222
S  0.4445  -1.0975  -2.6382  -0.127
H  0.1234  1.9084  1.1113  0.236
H  0.4953  0.5040  2.4280  0.240
H  -1.1223  0.6101  1.3524  0.229
H  0.2407  -1.2692  0.2889  -0.069
H  -0.7142  -1.7367  -2.7814  0.130

---

Across the entries above, energy above the lowest of the compared OMol25 structures with the same formula, charge and spin takes the values 49.08 30.95 613.19 362.94 145.40 148.97 58.08 219.52 288.29 131.41 65.25 136.43 kJ/mol, respectively.